DFT (wB97M-V/def2-TZVPD) results for a cluster of 2 separate species, C2H2O in total in a non-equilibrium geometry.

Geometry as XYZ:
```
5
Properties=species:S:1:pos:R:3:forces:R:3:nbo_charge:R:1
C 1.339 -0.322 0.218 -2.404 -0.573 0.002 -0.257
C -0.779 -0.793 -0.317 2.756 1.807 1.100 0.396
O -1.382 0.213 0.154 -0.901 0.270 0.233 -0.698
H 1.849 -0.103 -0.725 0.114 -0.061 -0.530 0.034
H -1.027 1.006 0.670 0.435 -1.443 -0.805 0.524
```
Positions in Å, forces in eV/Å.

Values from the calculation:
Kohn-Sham gap (alpha / beta) = 0.2870 / 0.2608 Eh
ΔE to the lowest compared entry with this formula, charge and spin = 183.5 kcal per mole
DFT total energy = -4144.5826 eV
2S+1 = 1